[1]
8
Properties=species:S:1:pos:R:3 method="wB97M-V/def2-TZVPD" total_charge=0 relative_energy_ev=2.712 homo_lumo_gap_ev=8.63 total_energy_ev=-27444.13513 max_force_ev_per_a=5.930 homo_ev=-8.8616
N -1.3036 -0.1485 0.3601
P 0.5642 0.5876 -0.0419
O 1.3984 -0.6704 -0.3775
O 0.3864 1.6149 -1.3257
Cl 2.0038 1.5448 1.0588
H -1.7628 0.7018 0.0996
H 0.8602 -1.3642 -0.1672
H -0.4726 1.5885 -1.7820

=====

[2]
83
Properties=species:S:1:pos:R:3 method="wB97M-V/def2-TZVPD" total_charge=+1 homo_lumo_gap_ev=8.20 total_energy_ev=-151729.66157 max_force_ev_per_a=3.692 homo_ev=-10.9066
C 5.8340 -2.2112 -1.7162
C 4.6137 -1.4573 -1.6009
C 4.7821 0.1207 -1.8574
O 5.5594 0.7172 -1.1055
O 4.0700 0.6786 -2.9366
C 3.8324 2.1002 -2.7719
C 2.3604 2.5174 -3.3161
C 1.2809 1.3428 -3.1859
C 0.8693 0.8658 -4.6737
C -0.3004 -0.2238 -4.7105
C -0.2154 -1.3509 -3.5773
N -1.3677 -1.2983 -2.5701
C -1.6874 0.0261 -1.9381
O -0.8007 0.0454 -0.7935
C -0.2075 -1.2290 -0.4231
C -0.9663 -2.2246 -1.4675
C -2.0764 -3.1023 -0.7135
C -3.5385 -2.4449 -0.6821
C -3.6966 -1.4094 0.5416
Br -5.1593 -0.1381 0.1032
H 6.2953 -2.7982 -0.8651
H 6.3813 -2.1558 -2.7216
H 3.6042 -1.9350 -1.3846
H 3.8824 2.4751 -1.7048
H 4.5698 2.6346 -3.4724
H 2.0010 3.4225 -2.7078
H 2.3808 2.8590 -4.3984
H 1.5848 0.4869 -2.5062
H 0.3247 1.7934 -2.7293
H 1.7989 0.5337 -5.2462
H 0.4504 1.8093 -5.1807
H -1.3547 0.2273 -4.6666
H -0.2412 -0.7591 -5.7262
H -0.3564 -2.3587 -4.1133
H 0.7765 -1.4145 -3.0349
H -2.2372 -1.5542 -3.0797
H -1.6644 0.9448 -2.6218
H -2.8051 0.0028 -1.6598
H 0.8836 -1.3612 -0.7553
H -0.2597 -1.5533 0.6629
H -0.2890 -3.0248 -1.9309
H -2.1448 -4.1298 -1.2062
H -1.7710 -3.2876 0.3687
H -3.8350 -1.9647 -1.6805
H -4.2825 -3.2990 -0.5198
H -2.6902 -0.8883 0.7069
H -3.9571 -2.0256 1.4697
C 1.3346 5.0112 1.9900
C 0.3355 5.9684 2.6766
C -1.0732 6.0186 2.0812
F -1.0861 6.4397 0.8034
F -1.8448 6.8912 2.7761
F 0.8819 7.2048 2.7350
F 0.2163 5.5500 3.9703
O 2.2504 5.5821 1.0435
C 1.8093 5.7470 -0.2856
C 1.7495 7.2186 -0.7106
F 0.9242 7.9319 0.0811
F 1.2764 7.3309 -1.9755
F 0.6404 5.0999 -0.4568
F 2.7099 5.0955 -1.0593
H 1.9840 4.6379 2.7865
H 0.8462 4.1184 1.5916
H -1.5558 5.0372 2.1336
H 2.7396 7.6772 -0.6668
C -3.0256 -5.3759 5.0251
C -3.1005 -5.1792 3.4957
C -1.9085 -5.6947 2.6876
F -0.7548 -5.0841 3.0103
F -2.1046 -5.4578 1.3615
F -3.3368 -3.8685 3.2302
F -4.2057 -5.8528 3.0649
O -2.5919 -4.2566 5.8104
C -1.2030 -4.0616 5.9692
C -0.7184 -2.7494 5.3412
F -0.9887 -2.6989 4.0154
F 0.6227 -2.6227 5.4722
F -0.5388 -5.1397 5.5141
F -0.9823 -4.0239 7.2998
H -4.0548 -5.5418 5.3551
H -2.4975 -6.2921 5.2999
H -1.7834 -6.7742 2.8161
H -1.1971 -1.8907 5.8159

=====

[3]
26
Properties=species:S:1:pos:R:3 method="wB97M-V/def2-TZVPD" total_charge=+1 relative_energy_ev=0.567 homo_lumo_gap_ev=11.15 total_energy_ev=-11056.01253 max_force_ev_per_a=1.338 homo_ev=-14.4003
C -0.5118 -2.0867 0.4078
C -0.0007 -1.0855 -0.6095
C -0.5233 0.3365 -0.4928
C -2.0151 0.3226 -0.8115
C -0.3235 0.9072 0.9296
N 1.5296 -1.0890 -0.4840
H -1.5988 -2.1468 0.4434
H -0.2269 -1.9261 1.4420
H -0.1974 -3.1020 0.1394
H -0.2368 -1.4884 -1.5945
H 0.0131 1.0396 -1.1361
H -2.3189 1.2085 -1.3635
H -2.6010 0.1948 0.0921
H -2.3046 -0.5323 -1.4378
H -0.8439 1.8616 1.0217
H 0.7333 1.0965 1.1445
H -0.6416 0.1985 1.6954
H 1.8122 -1.5145 0.3958
H 1.9378 -0.1442 -0.4386
H 1.9935 -1.5958 -1.2354
H 3.1938 -1.3266 2.0645
H 3.9370 -0.0758 2.3021
O 3.0807 -0.3630 1.9503
H -0.5182 3.8325 -1.3813
H -1.9578 3.9508 -1.8570
O -1.4108 3.5276 -1.1864

=====

[4]
16
Properties=species:S:1:pos:R:3 method="wB97M-V/def2-TZVPD" total_charge=0 relative_energy_ev=1.792 homo_lumo_gap_ev=11.25 total_energy_ev=-8867.42073 max_force_ev_per_a=1.115 homo_ev=-10.7026
C 1.6257 0.1820 -0.3244
C 0.1783 -0.0888 0.1611
C -0.0419 -1.6203 0.0886
C 0.0782 0.3373 1.5779
N -0.2185 0.8475 2.5738
C -0.9984 0.9318 -0.2970
O -1.5411 1.0009 -1.5988
H 1.7706 -0.1115 -1.3688
H 1.9253 1.2257 -0.2053
H 2.3272 -0.4178 0.2734
H 0.7526 -2.1263 0.6570
H 0.0228 -1.9916 -0.9387
H -0.9902 -1.9419 0.5245
H -1.8124 0.7058 0.4011
H -0.5844 1.9173 -0.0379
H -2.4938 1.1500 -1.4863

=====

[5]
145
Properties=species:S:1:pos:R:3 method="wB97M-V/def2-TZVPD" total_charge=0 homo_lumo_gap_ev=10.20 total_energy_ev=-344406.92952 max_force_ev_per_a=2.814 homo_ev=-10.1757
C -3.1227 -2.6195 -0.9413
Cl -3.7617 -1.0291 -0.6439
Cl -3.2171 -3.0501 -2.6465
Cl -4.1482 -3.6622 0.0221
H -2.1634 -2.7451 -0.4536
C -1.0708 -0.7495 -4.7720
Cl -0.4897 0.9585 -5.1460
Cl 0.3032 -1.8080 -5.2299
Cl -2.5734 -1.1860 -5.4573
H -1.0561 -0.8030 -3.6906
C -0.6770 3.4041 4.1892
Cl -0.2426 4.5237 2.9616
Cl 0.1266 3.7916 5.6772
Cl -0.3354 1.6674 3.7808
H -1.7774 3.4289 4.3195
C -0.5455 0.4112 -0.4631
Cl 0.4982 1.4458 0.5013
Cl 0.4020 -0.9495 -1.2583
Cl -1.3758 1.3813 -1.6306
H -1.3727 -0.0260 0.1468
C -4.2543 2.9885 0.7569
Cl -3.2267 4.0590 -0.1786
Cl -3.3432 1.8902 1.8102
Cl -5.1786 2.0607 -0.4923
H -4.9723 3.6637 1.2654
C 4.2612 -4.1461 -3.9854
C 2.9382 -4.9923 -4.0162
O 3.2410 -6.1556 -4.7016
C 4.5151 -6.0139 -5.3003
O 4.9283 -6.8801 -6.0007
O 4.9949 -4.7787 -5.0308
F 1.9822 -4.4120 -4.8593
H 4.8620 -4.2712 -3.0880
H 4.0994 -3.1232 -4.3041
H 2.5040 -5.1910 -3.0902
C 3.2639 0.8518 -3.8550
C 3.9035 1.4257 -2.5896
O 4.2158 0.3013 -1.8602
C 3.6218 -0.8027 -2.3904
O 3.7505 -1.8856 -1.8786
O 2.9896 -0.4987 -3.5432
F 2.9455 2.2399 -1.9871
H 3.9649 0.8968 -4.7221
H 2.3664 1.3606 -4.1642
H 4.8205 2.0551 -2.6164
C -1.0342 0.3807 7.1137
C -1.7471 -0.9374 7.1352
O -2.9183 -0.7250 6.4084
C -3.1071 0.5850 6.1755
O -4.0868 1.0454 5.6908
O -2.0155 1.2539 6.5931
F -2.1320 -1.1466 8.4181
H -0.2040 0.3874 6.3270
H -0.7233 0.5871 8.1381
H -1.0986 -1.7129 6.7107
C -5.7290 2.7705 -4.2593
C -5.9523 4.3049 -4.6334
C -4.7256 4.9663 -4.0210
S -3.3011 3.9599 -4.3564
O -2.5196 3.8648 -3.1590
O -2.7774 4.3589 -5.6380
C -4.2605 2.5012 -4.6185
H -6.3921 2.0617 -4.6931
H -5.8907 2.6758 -3.1572
H -6.9295 4.6573 -4.1802
H -6.0992 4.3033 -5.7351
H -4.8147 4.9730 -2.9796
H -4.5337 5.8945 -4.5359
H -3.9168 1.6214 -4.1159
H -4.1154 2.4578 -5.6865
C 3.3395 3.5461 2.5000
C 3.0990 4.6371 1.3922
C 4.3693 5.2673 1.1163
S 5.6669 3.9450 1.2095
O 6.7087 4.4252 2.0626
O 5.9663 3.3747 -0.1102
C 4.6130 2.7797 2.1061
H 2.5100 2.8500 2.4585
H 3.4073 3.8601 3.5382
H 2.4357 5.3620 1.8163
H 2.6485 4.2271 0.5164
H 4.5713 5.9410 1.9748
H 4.4479 5.8061 0.1657
H 5.2665 2.4372 2.9299
H 4.3721 2.0051 1.3370
C 2.8384 -1.8240 1.7014
C 2.2444 -1.3667 3.0075
C 2.2313 -2.6368 3.9204
S 2.1704 -4.0312 2.9100
O 0.9551 -4.7169 3.1889
O 3.4015 -4.7951 3.0167
C 2.2339 -3.1631 1.3635
H 3.9370 -2.0102 1.8087
H 2.7475 -1.1308 0.8616
H 1.1840 -1.0688 3.0550
H 2.9110 -0.7075 3.5410
H 1.3679 -2.6341 4.6230
H 3.1165 -2.7392 4.5105
H 1.2160 -3.0402 1.0083
H 2.8932 -3.6483 0.6483
C -1.5810 -6.7119 0.4556
C -1.3750 -7.6302 -0.7580
C -0.7882 -6.6780 -1.8905
S 0.1468 -5.4381 -1.0599
O -0.3507 -4.1538 -1.4984
O 1.5819 -5.6430 -1.2608
C -0.2973 -5.7822 0.5901
H -1.8022 -7.3018 1.3757
H -2.4216 -6.0370 0.2726
H -2.3581 -7.9637 -1.1708
H -0.6136 -8.4074 -0.5054
H -1.5872 -6.2305 -2.4869
H -0.2192 -7.1874 -2.5907
H -0.5117 -4.7612 0.9829
H 0.4463 -6.3131 1.1136
C -4.2749 -2.4873 4.3812
C -3.3566 -3.5236 4.9963
C -2.1235 -3.7843 4.0272
S -1.7041 -2.2243 3.4292
O -1.2468 -2.2034 2.0415
O -0.9127 -1.5801 4.4625
C -3.3837 -1.5574 3.5805
H -4.7473 -1.9027 5.1459
H -5.0415 -2.9233 3.7365
H -3.7750 -4.5446 5.1342
H -3.0413 -3.2191 6.0026
H -2.5209 -4.3026 3.1437
H -1.2264 -4.2847 4.3481
H -3.7521 -1.3472 2.5208
H -3.3162 -0.5737 4.0222
C 0.8673 4.9970 -3.3314
C 2.3600 5.1818 -3.2367
C 2.5028 6.6785 -2.7190
S 1.2039 6.8804 -1.5189
O 0.3315 7.9518 -1.9414
O 1.7093 6.8826 -0.1633
C 0.3485 5.4052 -1.9366
H 0.4973 3.9773 -3.6581
H 0.5303 5.6725 -4.0872
H 2.9374 5.0342 -4.1563
H 2.7043 4.4799 -2.4462
H 2.3345 7.4188 -3.4640
H 3.4416 6.8518 -2.2248
H -0.6810 5.6166 -1.9460
H 0.6257 4.6026 -1.2746

=====

[6]
51
Properties=species:S:1:pos:R:3 method="wB97M-V/def2-TZVPD" total_charge=+1 relative_energy_ev=0.000 homo_lumo_gap_ev=4.19 total_energy_ev=-29444.80812 max_force_ev_per_a=6.899 homo_ev=-10.2471
Y -7.2146 -27.7294 21.8003
C -7.3334 -31.9377 21.9478
C -6.4546 -31.7988 23.2229
C -5.7984 -33.1748 23.3871
C -4.8069 -33.3002 24.5158
C -3.6345 -32.3981 24.2461
C -4.0678 -30.9188 23.8951
N -5.2506 -30.8878 23.0215
O -5.5756 -29.5645 22.4806
C -2.7632 -30.3265 23.1500
C -4.3187 -29.9806 25.1595
C -7.3162 -31.3435 24.4858
H -6.8062 -32.1714 21.0228
H -7.8118 -30.9757 21.7640
H -8.1257 -32.6784 22.0553
H -5.2049 -33.4399 22.5121
H -6.5638 -33.9247 23.5868
H -4.4734 -34.3288 24.3788
H -5.2670 -33.0114 25.4608
H -2.9066 -32.7672 23.5236
H -3.0425 -32.4772 25.1580
H -1.7586 -30.6562 23.4151
H -2.7611 -29.2365 23.1508
H -2.7225 -30.4510 22.0679
H -4.3557 -30.4892 26.1228
H -5.1446 -29.2816 25.0275
H -3.3958 -29.4032 25.2146
H -6.8581 -31.4684 25.4670
H -8.2591 -31.8847 24.5649
H -7.5378 -30.2848 24.3505
F -9.2387 -28.7506 22.4792
C -7.2970 -25.6872 26.0320
C -7.0142 -27.1243 25.5377
O -7.7926 -27.2934 24.3137
O -7.1105 -24.6867 25.0466
H -6.7423 -25.5063 26.9527
H -8.3582 -25.5590 26.2457
H -7.2278 -27.9662 26.1962
H -5.9423 -27.2249 25.3671
H -8.6744 -27.2557 24.6915
H -8.0053 -24.3816 24.8797
C -12.5687 -30.3323 23.3616
C -12.0178 -31.2624 22.2410
O -11.3538 -30.5069 21.2143
O -11.5273 -29.6889 24.0400
H -13.2466 -30.8818 24.0147
H -13.2088 -29.5767 22.9062
H -12.8481 -31.8366 21.8299
H -11.3438 -32.0430 22.5939
H -10.6109 -30.1109 21.6755
H -10.9596 -29.2348 23.4131

=====

[7]
101
Properties=species:S:1:pos:R:3 method="wB97M-V/def2-TZVPD" total_charge=0 relative_energy_ev=2.150 homo_lumo_gap_ev="6.13 / 6.11" total_energy_ev=-220930.00700 max_force_ev_per_a=3.024 spin_multiplicity=2 homo_ev="-6.5052 / -6.4852"
Ti -1.8443 0.4414 -0.8594
N -1.9704 -1.6284 -3.9983
C -1.8794 -2.5854 -2.9571
C -0.7847 -2.1011 -1.9557
O 0.4276 -2.2826 -1.9834
O -1.3528 -1.2748 -1.0924
H -1.5121 -1.9704 -4.8502
H -2.9707 -1.4792 -4.2379
H -1.5405 -3.5795 -3.3342
H -2.8958 -2.7152 -2.4564
C -2.0937 -3.9574 3.5135
C -2.0780 -2.7623 2.5540
Ge -0.4658 -1.6885 2.8617
C -0.6164 -0.9276 4.7687
C -0.2798 -1.9460 5.8618
C 1.1965 -2.7426 2.7804
C 2.2211 -2.2224 2.0482
Ge 1.8930 -0.4813 1.3092
C 3.0676 0.9333 2.1189
C 4.5671 0.6251 2.3934
C 2.6993 -0.3364 -0.4893
C 4.2171 -0.5584 -0.4699
C 3.6077 -2.8742 2.1653
C 4.0255 -3.2147 3.4287
C 5.2938 -3.8002 3.6557
C 6.1783 -4.0108 2.6800
C 5.7897 -3.7614 1.3887
C 4.5261 -3.2201 1.1132
H -2.9365 -3.8128 4.2337
H -1.1914 -4.0368 4.1620
H -2.0736 -4.9023 2.9702
H -2.9473 -2.0813 2.6546
H -1.9783 -3.0737 1.5037
H -1.6933 -0.6446 4.7866
H 0.0418 -0.0649 4.8303
H -1.1391 -2.5783 6.2401
H 0.1168 -1.3764 6.7474
H 0.4454 -2.7219 5.6108
H 1.3387 -3.7020 3.2253
H 2.5162 1.2855 2.9696
H 2.9046 1.7193 1.3689
H 4.9263 -0.4669 2.3018
H 4.8816 0.9669 3.3616
H 5.2352 1.1451 1.6939
H 2.4313 0.7032 -0.7440
H 2.1653 -1.0337 -1.1706
H 4.7761 0.4137 -0.5185
H 4.5756 -1.1151 -1.3706
H 4.6539 -1.0823 0.3999
H 3.2381 -3.1915 4.1723
H 5.6479 -3.8823 4.6644
H 7.1966 -4.3632 2.8805
H 6.3958 -4.0369 0.5453
H 4.2536 -2.9773 0.1050
N -2.7227 6.4436 4.0311
C -2.3059 5.5996 3.3746
C -1.8632 4.3858 2.7443
C -1.0633 3.4657 3.4422
C -0.6463 2.3265 2.7839
C -1.0538 2.0222 1.4603
C -1.9429 2.9084 0.8561
C -2.4014 4.0265 1.4723
C -0.7870 0.7675 0.8535
C -0.1195 -0.2029 1.6257
H -0.8765 3.5076 4.5050
H -0.1244 1.5797 3.3445
H -2.2668 2.6278 -0.1223
H -3.0161 4.7484 0.9944
C -5.3622 -0.8944 0.9317
Te -4.6366 0.9037 0.0898
C -5.9879 0.4567 -1.5237
H -4.5169 -1.5775 0.9257
H -6.2454 -1.2071 0.4332
H -5.6922 -0.6051 1.9783
H -7.0171 0.5532 -1.1910
H -5.7582 -0.4700 -2.0432
H -5.8166 1.2058 -2.3073
N -0.2771 2.0452 -8.7484
C -0.6685 1.7367 -7.4800
C 0.2353 1.5432 -6.4103
C -0.1983 1.5183 -5.0960
C -1.5488 1.7225 -4.8131
C -2.5314 1.6880 -5.8315
C -2.1112 1.7128 -7.1390
S -2.0332 2.1644 -3.1538
O -2.7946 0.8867 -2.7821
O -2.8133 3.4123 -3.0748
N -0.8802 2.0361 -2.0220
C 0.1960 2.8631 -1.9236
S 0.4374 4.1769 -3.1564
C 1.9816 4.4445 -2.3929
C 2.1067 3.7115 -1.2506
N 1.1884 2.7072 -1.0554
H 0.7052 2.2071 -8.9313
H -0.9783 2.4552 -9.3545
H 1.3451 1.4779 -6.5604
H 0.5408 1.4788 -4.2861
H -3.6218 1.6491 -5.5503
H -2.8412 1.7977 -7.9341
H 2.6357 5.2133 -2.7713
H 2.9422 3.8116 -0.5224

=====

[8]
28
Properties=species:S:1:pos:R:3 method="wB97M-V/def2-TZVPD" total_charge=0 relative_energy_ev=5.453 homo_lumo_gap_ev=9.68 total_energy_ev=-19245.65234 max_force_ev_per_a=4.717 homo_ev=-9.1337
O 0.4711 -2.8585 -0.6863
N -0.2036 -2.1397 0.0160
O -0.3883 -2.2061 1.2178
C -0.9504 -1.0738 -0.6770
C -2.3369 -1.1816 -0.1420
C -2.7244 0.2667 0.1967
C -1.4219 0.8520 0.7631
C -0.4000 0.2948 -0.2547
O -0.5008 0.9276 -1.5226
C 1.1042 0.0779 -0.1063
C 1.7002 0.3749 1.1287
C 3.0923 0.1889 1.2094
C 3.7961 -0.3551 0.1219
C 3.1734 -0.4878 -1.1092
C 1.8515 -0.1719 -1.2534
H -0.9222 -1.3110 -1.7987
H -2.4894 -1.8518 0.8281
H -3.0984 -1.5219 -0.9619
H -2.9634 0.9594 -0.5366
H -3.3841 0.3955 1.0591
H -1.2735 1.8741 0.6984
H -1.0434 0.4247 1.8151
H -0.6262 1.8398 -1.5113
H 1.0294 0.7240 1.9615
H 3.7479 0.4073 2.1054
H 4.8785 -0.4840 0.3546
H 3.6432 -0.7270 -1.9559
H 1.5296 -0.1949 -2.3087

=====

[9]
39
Properties=species:S:1:pos:R:3 method="wB97M-V/def2-TZVPD" total_charge=0 relative_energy_ev=15.130 homo_lumo_gap_ev=8.85 total_energy_ev=-40316.69921 max_force_ev_per_a=17.855 homo_ev=-8.9587
C -1.5545 5.4359 4.0297
H -1.9796 6.0077 3.0954
O -1.9558 4.1421 4.0882
C -1.3086 3.2537 3.0739
C -1.6105 2.0055 3.1173
C -1.1123 0.8084 2.4389
C -0.1790 1.0574 1.4096
C -0.1127 2.4941 1.0745
C -0.5384 3.4817 1.8963
O -0.1027 4.8652 1.7779
C 0.5655 4.9919 0.7588
H 1.5656 4.5631 0.6923
H 0.3321 5.0021 -0.4022
H 0.7825 6.1774 0.8177
H 0.5549 2.7395 0.2232
C 0.1936 -0.0017 0.5693
N -0.0427 -1.0809 0.6594
N 0.4509 -2.0003 -0.2012
C 0.9418 -1.2899 -1.0419
N 1.8054 -2.0404 -2.0229
C 1.4263 -3.2087 -2.7068
O 2.3228 -4.0523 -3.1369
C 0.0327 -3.7507 -2.3450
C -0.3043 -5.1092 -2.2827
C -2.0465 -4.8552 -2.3750
C -2.0944 -3.4812 -2.2078
O -0.7985 -2.7255 -2.4265
H -3.1431 -3.0390 -2.1292
H -2.3639 -5.7808 -2.1782
H 0.2965 -5.8360 -2.3848
C 2.8621 -1.3161 -2.5593
H 3.4334 -1.9453 -3.3797
H 3.6202 -1.0761 -1.6887
H 2.8258 -0.3244 -3.1705
S 1.2186 0.3910 -0.8897
H -1.6486 -0.2553 2.7752
H -2.4136 1.7282 4.0187
H -0.3979 5.5370 4.2525
H -2.1686 5.7978 4.8067